Here is 9 unconnected molecules or ions with the total composition C38H68F12N2O17 at a distorted geometry from the Open Molecules 2025 dataset. Energies are from ωB97M-V with the def2-TZVPD basis set.

Output
calculated total energy = -4075.336042 Eh
LUMO energy = 0.30 eV
frontier orbital gap = 9.49 eV
structure (SMILES) = CCOC(=O)C(F)(F)F.CCOC(=O)C(F)(F)F.CCOC(=O)C(F)(F)F.CCOC(=O)C(F)(F)F.COCCOCCOC.COCCOCCOC.COCCOCCOC.CC#N.CC#N
E_HOMO = -9.189 eV

The geometry in ORCA input format:
```
! wB97M-V def2-TZVPD RIJCOSX def2/J DEFGRID3
* xyz 0 1
F 0.978 -5.568 -3.759
F -8.011 5.928 1.398
F 3.105 1.009 -5.610
F -6.957 6.387 -0.365
F 3.939 -0.406 -4.181
F 2.577 -6.046 -2.312
F 2.859 -4.506 -3.636
F -5.918 5.913 1.545
F 2.917 6.143 3.448
F 2.495 7.655 4.968
F 2.619 5.550 5.563
F 3.583 1.666 -3.547
O -3.504 -0.498 4.032
O -1.438 -7.141 -4.386
O 0.334 5.920 3.100
O -0.142 6.275 5.254
O -2.547 -4.759 -5.282
O -3.918 -2.461 -2.614
O 5.801 1.766 -1.610
O -5.671 3.527 0.678
O 2.385 -3.682 -1.002
O 1.499 -0.379 -2.861
O -7.837 3.688 -0.432
O 0.198 -3.770 -1.815
O 0.817 1.261 -4.349
O 8.675 1.490 -1.169
O 3.579 3.972 0.257
O -0.923 -1.716 3.110
O 0.185 -2.764 5.861
N 1.638 1.696 3.515
N -2.209 1.447 -0.427
C -1.380 0.342 -4.692
C 1.969 -2.930 0.193
C -2.286 -0.469 4.771
C -0.533 1.274 -3.782
C -3.140 -3.010 -3.658
C 1.729 0.412 -3.750
C 2.295 0.703 3.693
C 3.117 -0.520 4.044
C -1.005 -8.156 -3.533
C 3.100 4.734 -0.874
C -3.360 -4.355 -4.250
C -1.174 -3.014 3.755
C -5.986 1.069 0.975
C 2.232 6.387 4.565
C 0.320 1.846 0.343
C -1.004 -0.508 3.885
C -5.418 2.235 0.117
C 1.940 -5.110 -2.990
C -2.674 -7.256 -5.144
C 0.008 -3.500 4.596
C 6.731 1.998 -2.636
C 0.710 6.159 4.337
C 1.389 -4.033 -1.941
C -1.721 4.513 2.987
C 8.540 0.033 -1.266
C 1.771 -1.448 -0.021
C -2.821 -5.950 -6.057
C -6.869 4.174 0.290
C -4.537 0.229 4.773
C -1.067 1.548 -0.145
C -0.445 -3.203 7.011
C 5.563 2.820 -0.750
C -6.911 5.619 0.729
C -3.718 -1.148 -2.131
C 4.197 2.768 -0.085
C 8.190 2.392 -2.175
C 3.164 0.668 -4.314
C -1.065 5.837 2.758
H 6.316 2.830 0.038
H -4.845 -0.132 5.754
H -1.805 -8.555 -2.909
H -5.369 0.195 0.765
H 6.745 1.115 -3.275
H 8.207 3.370 -1.694
H -2.666 -1.110 -1.850
H -0.880 -0.622 -4.602
H 6.247 2.781 -3.219
H 0.827 -1.181 -0.496
H -1.330 3.712 2.360
H 2.653 -3.163 1.010
H -3.620 -0.474 -2.983
H 4.161 -0.325 3.801
H 8.930 2.514 -2.967
H -0.185 -4.545 4.837
H -1.367 -3.729 2.955
H 2.869 -0.733 5.083
H -3.596 -7.579 -4.659
H 9.080 -0.434 -0.442
H -2.406 -8.099 -5.781
H -2.431 0.374 -4.405
H -1.999 -3.092 4.464
H 2.577 -1.015 -0.614
H 2.336 4.285 -1.509
H -5.353 0.319 4.056
H 0.166 -3.395 7.893
H 3.498 2.213 -0.711
H -1.206 -2.472 7.288
H -1.292 0.678 -5.725
H -2.255 0.491 5.286
H -2.759 4.598 2.666
H -1.660 4.141 4.010
H -1.118 6.146 1.714
H -2.056 -6.043 -6.828
H -5.800 1.287 2.027
H -1.052 2.225 -3.908
H 0.525 2.916 0.324
H 0.934 1.194 -0.279
H -5.826 2.118 -0.887
H -7.033 0.990 0.683
H 2.782 -1.276 3.333
H 4.322 2.275 0.879
H -2.272 -1.216 5.564
H 5.685 3.805 -1.202
H -0.507 1.014 -2.724
H -4.262 -0.677 -1.312
H -4.333 2.137 0.078
H -0.656 -8.997 -4.132
H -3.117 -2.442 -4.587
H -2.163 -3.011 -3.174
H 8.898 -0.471 -2.163
H 0.366 1.384 1.329
H -3.246 -5.068 -3.434
H -0.865 -4.196 6.853
H 2.695 5.692 -0.547
H 7.498 -0.251 -1.122
H 1.091 -3.385 0.651
H -0.152 -7.865 -2.919
H 1.676 -0.797 0.848
H -4.430 -4.424 -4.446
H 3.922 5.098 -1.490
H -1.051 0.324 3.182
H 0.958 -3.497 4.061
H -4.382 1.292 4.953
H -3.781 -6.105 -6.548
H -0.093 -0.395 4.471
H -1.703 6.513 3.328
*
```


Here is 8 unconnected molecules or ions with the total composition C38H72FO26P at a distorted geometry from the Open Molecules 2025 dataset. Energies are from ωB97M-V with the def2-TZVPD basis set.

Output
calculated total energy = -3888.597512 Eh
LUMO energy = 0.51 eV
frontier orbital gap = 8.43 eV
structure (SMILES) = COC[C@H]1[C@@H](CCCCCOC(C)=O)OC(=O)[C@]1(CCF)P(C)C.COC(=O)OC.COC(=O)OC.COC(=O)OC.COC(=O)OC.COC(=O)OC.COC(=O)OC.COC(=O)OC
E_HOMO = -7.919 eV

The geometry in ORCA input format:
```
! wB97M-V def2-TZVPD RIJCOSX def2/J DEFGRID3
* xyz 0 1
P -2.735 3.616 -2.680
F 0.130 0.857 -4.777
O -5.666 -1.079 -4.584
O 0.941 7.706 -3.226
O 1.306 2.925 13.541
O 3.049 -0.506 -0.595
O 6.042 -5.827 -0.986
O 1.586 -2.078 0.055
O 5.414 -13.651 -1.291
O 6.325 -7.941 -1.734
O 4.141 -11.871 -0.729
O -0.428 3.755 -0.435
O 2.142 1.250 5.694
O -9.772 5.571 -3.385
O 2.515 0.711 7.857
O -7.748 -0.594 -5.286
O 1.633 7.478 -5.365
O 7.124 -7.415 0.201
O -1.540 -0.643 -3.090
O 2.669 4.176 12.244
O -7.571 5.201 -3.030
O 2.151 5.938 -3.944
O 2.059 2.769 7.359
O -7.097 -2.658 -5.340
O 2.056 2.069 11.707
O 6.395 -11.864 -0.580
O -8.823 3.528 -3.568
O -1.821 2.250 0.442
C -1.685 2.252 -1.954
C 1.517 7.099 -4.090
C -6.085 -3.642 -5.106
C 4.217 -14.356 -1.624
C 2.842 2.173 10.511
C 2.071 3.156 12.471
C 5.617 -7.579 -2.925
C -3.402 4.666 -1.316
C -1.208 2.867 -0.611
C 1.231 4.020 14.454
C -0.397 2.126 -2.794
C 6.456 -6.947 -0.854
C -0.583 -1.525 -2.549
C 2.133 1.516 0.487
C 6.327 -10.517 -0.094
C -2.396 1.001 -1.392
C -8.819 4.842 -3.332
C 2.665 -1.794 -0.399
C 0.993 8.718 -5.666
C 3.652 -2.845 -0.815
C 2.104 5.404 -2.618
C 2.230 1.550 6.854
C 2.722 -0.640 7.434
C -0.642 1.916 -4.299
C -7.414 6.596 -2.751
C -0.613 0.164 0.312
C -4.162 2.850 -3.579
C -2.601 -0.250 -2.255
C -10.101 2.989 -3.912
C -7.445 0.775 -5.000
C -6.731 -1.417 -5.028
C 3.070 0.310 0.603
C 5.212 -12.406 -0.853
C -1.958 0.859 0.063
C 7.338 -6.452 1.237
C 0.041 0.513 1.650
C 1.744 3.771 6.386
C 1.121 1.607 1.627
H 7.348 -10.195 0.083
H 2.550 3.867 5.661
H 1.164 8.902 -6.723
H -2.883 -1.069 -1.581
H 0.199 1.278 -2.465
H 1.427 9.527 -5.081
H 0.811 3.533 5.879
H 2.217 4.260 14.848
H -3.392 4.208 -0.329
H 3.574 -14.456 -0.751
H 1.689 1.498 2.556
H -0.077 8.654 -5.477
H 4.526 -15.341 -1.961
H 3.226 -3.812 -0.580
H 2.763 2.404 0.559
H -6.618 1.118 -5.620
H 4.602 -7.268 -2.689
H 3.810 -2.802 -1.891
H -3.983 1.797 -3.784
H 2.585 6.079 -1.913
H -4.426 4.925 -1.586
H 0.800 4.895 13.972
H -5.110 2.986 -3.058
H -10.819 3.126 -3.107
H 2.846 -0.286 1.486
H 2.943 -1.210 8.332
H -2.835 5.589 -1.322
H -3.466 -0.100 -2.897
H 4.601 -2.718 -0.302
H -4.234 3.370 -4.529
H 0.693 2.603 1.671
H 0.585 3.698 15.265
H -2.723 0.338 0.632
H -7.687 7.193 -3.619
H 1.825 -1.037 6.964
H 5.873 -9.861 -0.828
H 6.388 -6.096 1.631
H -8.016 6.886 -1.893
H 3.890 2.341 10.759
H 5.588 -8.471 -3.544
H 1.077 5.210 -2.314
H -0.915 -2.010 -1.632
H 0.032 0.338 -0.545
H -0.329 2.801 -4.850
H 3.682 -13.849 -2.425
H -6.362 6.746 -2.524
H 0.165 3.048 -2.695
H -6.513 -4.596 -5.400
H 7.927 -5.616 0.867
H -3.429 1.354 -1.277
H 7.886 -6.965 2.022
H 2.746 1.234 9.981
H 4.098 0.652 0.708
H 2.473 2.975 9.878
H -1.687 1.717 -4.531
H 0.424 -0.380 2.137
H -0.749 0.881 2.310
H -10.479 3.439 -4.828
H 1.691 1.554 -0.504
H -5.203 -3.437 -5.710
H -0.800 -0.908 0.320
H -9.953 1.926 -4.072
H 6.141 -6.787 -3.457
H 2.651 4.465 -2.637
H -7.207 0.907 -3.947
H 5.773 -10.478 0.844
H 0.352 -1.000 -2.340
H -0.346 -2.302 -3.275
H -5.816 -3.674 -4.052
H 3.565 -0.703 6.749
H -8.326 1.355 -5.246
H 1.634 4.703 6.933
*
```


Here is 5 unconnected molecules or ions with the total composition C38H73BIN7O9P at a distorted geometry from the Open Molecules 2025 dataset. Energies are from ωB97M-V with the def2-TZVPD basis set.

Output
calculated total energy = -3215.357889 Eh
LUMO energy = 2.09 eV
frontier orbital gap = 6.21 eV
E_HOMO = -4.119 eV

The geometry in ORCA input format:
```
! wB97M-V def2-TZVPD RIJCOSX def2/J DEFGRID3
* xyz -1 1
I -0.361 -5.192 3.706
P -0.578 -1.279 1.511
O -1.954 4.862 0.538
O -1.093 -2.982 1.515
O -1.222 -1.040 3.153
O 0.998 -0.137 5.512
O -2.110 -6.076 0.808
O -4.578 -5.518 0.855
O -1.925 -6.088 -4.925
O 0.114 2.147 -6.035
O 6.620 3.047 -5.085
N 7.417 2.699 -2.940
N 0.024 -1.720 -0.116
N -2.938 -7.385 -3.298
N 2.280 2.905 -6.334
N -1.745 -2.331 5.217
N -3.366 6.324 1.645
N 2.547 0.809 3.898
C -0.024 4.285 4.292
C 7.209 2.869 -1.518
C -2.370 -0.755 1.026
C -2.954 -2.336 5.873
C 1.388 0.963 0.819
C -2.226 5.561 1.506
C -4.348 6.325 0.581
C -4.125 -8.089 -2.860
C 1.657 -0.308 4.328
C -3.885 -1.016 6.193
C 0.971 3.014 -5.917
C 3.063 3.394 3.481
C 8.617 2.029 -3.397
C 1.028 5.466 3.858
C -3.046 -4.346 2.788
C 2.559 4.978 3.433
C -1.570 -3.553 2.785
C 3.234 3.979 -6.157
C -0.840 -1.349 -1.264
C 1.482 -1.793 3.674
C -3.477 -3.823 6.428
C -1.933 -2.243 3.703
C -1.958 -0.983 -4.208
C 3.284 1.565 -0.909
C -1.764 -7.399 -2.449
C 1.142 -1.941 2.106
C 0.804 1.986 -1.687
C 1.729 0.951 -0.820
C 2.718 1.679 -6.970
C 0.493 2.729 4.286
C 1.990 2.186 3.930
C -3.613 7.126 2.825
C -3.516 -1.713 0.750
C 0.030 -1.740 -2.645
C 6.508 3.156 -3.871
C -0.100 0.542 1.223
C -0.341 -0.762 -3.923
C -2.892 -6.704 -4.495
B -3.215 -5.339 1.450
H 8.333 1.148 -3.979
H 9.181 2.710 -4.041
H -1.109 -0.219 -1.395
H 2.542 -2.325 3.835
H 1.229 2.038 -2.782
H -3.837 -6.758 -5.060
H -2.795 7.032 3.544
H -3.880 -9.147 -2.728
H 5.634 3.649 -3.415
H 0.698 6.592 3.853
H 1.811 -0.134 -1.242
H -1.549 5.634 2.373
H -4.704 5.302 0.423
H 0.234 -2.749 -0.079
H 1.033 -3.123 1.927
H -4.610 -5.095 -0.057
H -0.931 -7.843 -3.001
H -2.570 -0.535 -3.315
H -2.002 -5.669 -0.110
H 3.610 4.284 -7.138
H -4.551 -1.261 7.152
H -3.058 -1.846 3.650
H -4.456 -7.666 -1.908
H -4.580 -0.683 5.309
H -1.828 -2.005 -1.404
H 2.298 0.452 1.323
H 3.774 1.742 -7.244
H -3.510 -3.789 7.620
H 2.566 0.845 -6.278
H -1.504 -6.369 -2.185
H 1.182 -1.841 -2.435
H -3.536 -2.478 -0.135
H 2.029 -1.679 1.351
H -0.799 1.012 0.374
H -2.673 -4.664 6.176
H -0.351 1.808 -1.619
H 0.752 -2.438 4.365
H -3.875 6.680 -0.340
H -0.027 0.356 -3.787
H 8.037 3.454 -1.107
H -3.710 8.174 2.526
H 3.406 0.789 4.496
H -4.931 -7.997 -3.593
H -2.202 -2.151 -4.215
H 9.237 1.727 -2.549
H -2.317 -0.468 -5.197
H 1.500 2.124 1.094
H -0.323 1.908 4.578
H -3.108 -5.001 3.755
H -2.752 0.377 1.001
H 0.208 -1.248 -4.865
H 3.918 1.262 0.045
H 6.269 3.388 -1.316
H 2.772 4.840 -5.667
H 4.170 3.183 3.159
H 3.283 5.859 3.088
H -1.140 4.572 4.604
H -5.192 6.973 0.834
H -4.471 -1.612 1.459
H 0.991 3.069 -1.220
H -3.956 -3.611 2.745
H 7.184 1.883 -1.044
H 4.063 3.618 -5.542
H 2.114 1.508 -7.866
H -0.424 1.127 2.213
H 3.266 2.758 -0.909
H -4.546 -4.104 6.043
H 3.845 1.186 -1.888
H -1.952 -7.976 -1.540
H -4.543 6.789 3.293
H -3.134 -0.160 6.547
H 0.747 3.986 -5.448
H -0.321 -2.832 -2.978
*
```